# 1
Here is a cluster of 2 separate species, C6H7N5 in total at a distorted geometry from the Open Molecules 2025 dataset. Energies are from ωB97M-V/def2-TZVPD.

The geometry in XYZ format:
```
18
Properties=species:S:1:pos:R:3:forces:R:3
C -2.634083 0.626410 0.084604 -3.02 3.02 -1.84
C -1.470728 -1.552876 0.032935 1.91 0.82 -1.43
C 0.488359 -0.743635 -0.074443 2.29 2.25 0.22
C 1.880289 -0.375647 -0.056823 -2.25 3.36 0.00
C 1.295905 1.881381 -0.033814 1.21 0.83 1.71
C -0.340425 0.371175 -0.234150 3.06 0.30 1.28
H -2.357325 1.764592 -0.269688 -0.60 -2.97 1.12
H -3.752712 0.433575 -0.558769 3.49 0.01 2.26
H -2.670816 0.586233 1.200719 -0.95 0.38 -0.96
H -2.355701 -2.090896 -0.330042 0.60 -0.50 1.13
H 2.928264 -2.256952 -0.272933 -1.41 1.13 0.28
H 4.004165 -0.879978 0.524370 -4.88 -1.02 -2.93
H 1.583417 2.887560 0.216682 0.45 0.49 -0.37
N -1.520672 -0.211429 -0.239745 -3.70 1.61 -0.20
N -0.181163 -1.877723 0.155377 -1.39 -1.99 -0.83
N 2.820067 -1.244367 -0.115145 8.83 -1.60 2.82
N 2.234575 0.989637 -0.021929 1.66 -4.25 -0.44
N 0.048588 1.692946 -0.007214 -5.30 -1.88 -1.81
```
Positions in Å, forces in eV/Å.

M = 149.2 g/mol
highest occupied orbital energy = -8.3 eV
E = -13782.4984 eV
LUMO level = 0.28 eV


# 2
Here is the molecule C4H7NO2 at a distorted geometry from the Open Molecules 2025 dataset. Energies are from ωB97M-V/def2-TZVPD.

The geometry in XYZ format:
```
14
Properties=species:S:1:pos:R:3:forces:R:3
C -2.298732 -0.318345 -0.133063 0.16 0.34 0.00
C -0.846993 -0.060980 0.051842 0.17 1.23 -0.15
N -0.715983 1.222240 0.157716 0.83 -0.24 -0.56
O 0.083457 -1.029354 0.144528 -0.27 0.26 -0.11
C 1.349758 -0.566936 0.592247 0.21 0.04 0.04
C 2.074719 0.191881 -0.503599 0.31 0.14 0.11
O 3.020412 0.907407 -0.297291 -0.35 -0.28 -0.09
H -2.708261 -1.240345 0.335863 -0.01 1.09 0.16
H -2.318599 0.841472 0.116853 -2.63 -2.14 0.33
H -2.587464 -0.317702 -1.189167 0.39 -0.25 -0.02
H 0.104400 1.739098 -0.088424 1.16 -0.24 0.49
H 1.243227 0.067829 1.481381 0.02 -0.08 -0.18
H 1.928920 -1.456758 0.855281 -0.04 0.09 -0.07
H 1.671139 0.020489 -1.524173 0.06 0.04 0.05
```
Positions in Å, forces in eV/Å.

M = 101.1 g/mol
highest occupied orbital energy = -9.9 eV
E = -9843.9673 eV
LUMO level = 0.75 eV
SMILES = [H]/N=C(/C)OCC=O


# 3
Here is the molecule C18H19N3O2S from the Open Molecules 2025 dataset. Energies are from ωB97M-V/def2-TZVPD.

The geometry in XYZ format:
```
43
Properties=species:S:1:pos:R:3:forces:R:3
O 2.938327 0.965543 0.568425 -0.02 0.35 0.03
C 2.902264 -0.230807 0.327935 0.18 -0.49 -0.05
N 4.015056 -1.000241 0.304827 0.03 -0.27 0.01
H 3.956129 -1.936519 -0.058366 -0.11 0.09 0.01
C 5.327325 -0.426164 0.528682 0.04 0.32 0.02
H 5.282317 0.140030 1.465091 0.09 -0.18 -0.10
C 5.746128 0.535956 -0.598272 0.00 0.23 0.28
H 6.522459 0.098533 -1.226475 0.00 -0.01 -0.07
H 4.875477 0.731783 -1.227922 0.05 -0.05 -0.03
C 6.241501 1.873077 -0.034874 0.27 -0.09 -0.38
O 5.397414 2.402952 0.949138 -0.43 0.17 0.18
H 4.477311 2.147383 0.751961 0.17 0.00 0.08
H 7.222129 1.744433 0.437069 -0.02 0.02 -0.09
H 6.355895 2.585814 -0.867332 0.10 -0.13 0.10
H 6.040678 -1.241508 0.644490 -0.06 0.01 0.04
C 1.626756 -0.942189 0.034345 -0.35 0.04 -0.02
C 0.595620 -0.219334 -0.559052 0.21 -0.02 0.09
C -0.610966 -0.824355 -0.849401 0.04 -0.04 -0.07
C -0.815128 -2.163669 -0.534665 0.21 0.05 0.00
C 0.204533 -2.878647 0.085303 -0.08 0.03 -0.12
C 1.417472 -2.278625 0.363342 0.08 0.11 -0.02
H 2.185654 -2.846821 0.868351 0.07 -0.04 0.05
H 0.041211 -3.911885 0.357067 -0.01 -0.11 0.03
C -2.131083 -2.809709 -0.809419 -0.36 0.12 0.36
H -2.031092 -3.876667 -1.004093 -0.05 0.04 -0.03
H -2.673311 -2.311794 -1.610502 0.06 -0.14 -0.07
S -3.222620 -2.697886 0.665307 0.07 -0.43 -0.04
C -3.890516 -1.117107 0.399528 0.10 -0.03 -0.23
N -3.731496 -0.396104 -0.672059 0.19 -0.38 -0.10
C -4.446360 0.754884 -0.442026 -0.43 0.21 0.62
C -4.622664 1.873968 -1.245459 -0.02 -0.09 0.12
C -5.406554 2.896360 -0.750836 0.00 0.14 -0.14
C -6.004673 2.821476 0.507115 -0.07 0.04 0.10
C -5.840970 1.717480 1.322286 -0.04 -0.05 0.12
C -5.055549 0.689834 0.832941 0.04 0.45 -0.58
N -4.677422 -0.528154 1.348359 0.10 -0.20 0.06
H -4.920775 -0.919358 2.242132 0.03 0.04 -0.05
H -6.303084 1.659563 2.296196 -0.06 0.04 0.09
H -6.609613 3.646719 0.851615 -0.05 0.06 0.03
H -5.564151 3.780252 -1.350781 -0.01 0.07 -0.05
H -4.161293 1.930625 -2.218178 0.06 0.00 -0.12
H -1.411856 -0.262302 -1.305383 -0.01 0.01 -0.04
H 0.759529 0.823164 -0.786392 0.02 0.09 -0.01
```
Positions in Å, forces in eV/Å.

M = 341.4 g/mol
highest occupied orbital energy = -8.1 eV
E = -38376.1785 eV
LUMO level = 0.43 eV
SMILES = O=C(NCCCO)c1ccc(CSc2nc3ccccc3[nH]2)cc1


# 4
Here is the molecule C5H9NO at a distorted geometry from the Open Molecules 2025 dataset. Energies are from ωB97M-V/def2-TZVPD.

The geometry in XYZ format:
```
16
Properties=species:S:1:pos:R:3:forces:R:3
C 0.143199 1.086976 -0.767293 0.03 -0.44 0.36
C 1.821901 -0.675885 0.135626 -0.02 0.26 0.43
N -0.493187 1.150684 0.530156 -0.17 0.76 0.17
C 0.473299 -0.320578 -0.392853 -1.17 -1.33 -0.51
C -1.740225 0.299132 0.641944 -0.53 2.09 0.42
C -0.638458 -1.183810 -0.368001 1.15 -0.30 -0.81
O -2.761416 0.629008 0.035076 1.51 -0.72 0.55
H -0.184321 1.792850 1.250991 -0.57 0.09 -0.29
H -1.772471 -0.036122 1.695534 0.02 -0.78 -0.48
H 1.001557 1.755076 -0.828860 -0.14 -0.05 -0.13
H -0.558647 1.196803 -1.597550 0.13 0.14 0.05
H 1.747105 -1.222413 1.078328 0.01 -0.08 -0.11
H 2.328614 -1.323485 -0.588763 -0.14 0.08 0.06
H 2.447342 0.204223 0.299357 -0.04 -0.03 0.00
H -0.527660 -2.149354 0.116020 0.05 0.04 0.05
H -1.286633 -1.203102 -1.239713 -0.13 0.27 0.24
```
Positions in Å, forces in eV/Å.

M = 99.1 g/mol
highest occupied orbital energy = -8.1 eV
E = -8865.0415 eV
LUMO level = 0.34 eV
SMILES = C=C(C)CNC=O


# 5
Here is the ion C4H10NOS with charge +1 at a distorted geometry from the Open Molecules 2025 dataset. Energies are from ωB97M-V/def2-TZVPD.

The geometry in XYZ format:
```
17
Properties=species:S:1:pos:R:3:forces:R:3
C 0.957441 -1.720802 0.129162 -2.00 -0.72 -0.41
C -0.582302 -1.439605 0.006866 -0.92 0.69 1.53
C -1.205453 1.474961 0.295700 1.48 0.02 -1.33
C -1.864332 2.607935 1.097310 0.58 -3.85 1.66
N 1.723780 -0.809441 -0.753973 -0.25 0.94 -0.32
O -0.739551 1.473609 -0.837997 -0.75 0.54 1.20
S -1.049791 -0.025207 1.255022 -0.15 -1.38 -0.37
H 1.345449 -1.677723 1.143715 -0.12 0.04 -0.11
H 0.989289 -2.695987 -0.282499 0.96 -1.16 -0.13
H -0.927127 -1.108560 -1.020167 0.50 -0.50 1.13
H -1.212541 -2.375252 0.382540 1.50 2.08 -0.88
H -1.243772 3.297251 1.608419 1.17 0.43 0.20
H -2.418516 2.026336 1.875791 0.14 0.89 -0.38
H -2.529588 3.118538 0.530405 -2.03 1.53 -1.99
H 2.684054 -0.562587 -0.444916 -0.30 -0.95 -0.71
H 1.570389 -1.003700 -1.778457 0.78 0.09 1.22
H 1.241740 0.058199 -0.588579 -0.57 1.31 -0.32
```
Positions in Å, forces in eV/Å.

charge = +1
M = 120.2 g/mol
highest occupied orbital energy = -13.4 eV
E = -18675.5630 eV
LUMO level = -3.69 eV
SMILES = CC(=O)SCC[NH3+]


Question: Among the records above, which one has the highest E?
Answer: C5H9NO


Question: Among the records above, which one has the lowest highest occupied orbital energy?
Answer: C4H10NOS